This record from OMol25 describes a molecular structure, C25H40OP2SiSn at a distorted geometry. The level of theory is wB97M-V/def2-TZVPD.

Cartesian coordinates (Å):
Sn (-0.971, 0.709, -0.361)
Si (-0.771, 0.650, -2.961)
P (0.357, 2.949, -0.553)
P (-2.411, -1.433, -0.664)
H (-3.155, 2.073, -0.006)
C (0.543, 3.831, 1.008)
H (1.155, 4.742, 0.849)
H (1.046, 3.188, 1.749)
H (-0.440, 4.129, 1.419)
C (-0.305, 4.178, -1.714)
H (0.209, 5.131, -1.549)
H (-1.386, 4.310, -1.560)
H (-0.155, 3.850, -2.748)
C (2.066, 2.643, -1.097)
H (2.665, 3.543, -0.899)
H (2.090, 2.403, -2.164)
H (2.480, 1.790, -0.535)
C (-3.136, -1.954, 0.896)
H (-3.813, -2.803, 0.695)
H (-3.712, -1.128, 1.353)
H (-2.349, -2.268, 1.602)
C (-3.783, -1.262, -1.831)
H (-4.470, -2.099, -1.645)
H (-3.425, -1.299, -2.868)
H (-4.321, -0.317, -1.668)
C (-1.383, -2.835, -1.223)
H (-1.912, -3.759, -0.960)
H (-0.398, -2.804, -0.713)
H (-1.224, -2.777, -2.301)
C (-2.111, 1.507, -4.016)
H (-2.148, 2.593, -3.833)
H (-3.112, 1.089, -3.840)
H (-1.861, 1.349, -5.080)
H (0.493, 1.288, -3.405)
H (-0.801, -0.756, -3.455)
C (-3.854, 2.826, -0.485)
O (-3.026, 2.746, -1.583)
C (-3.318, 3.538, 0.776)
H (-4.255, 3.638, 1.467)
H (-2.847, 4.528, 0.621)
H (-2.641, 3.037, 1.471)
C (-5.254, 3.117, -0.743)
H (-5.825, 2.770, 0.061)
H (-5.602, 2.570, -1.684)
H (-5.455, 4.139, -0.904)
C (0.575, -0.405, 0.271)
C (1.477, -1.114, 0.701)
C (2.461, -1.865, 1.294)
C (3.115, -2.915, 0.545)
C (3.748, -4.064, 1.139)
C (4.363, -5.061, 0.378)
C (4.365, -4.961, -1.030)
C (3.728, -3.885, -1.651)
C (3.108, -2.901, -0.883)
C (2.849, -1.627, 2.665)
C (4.134, -1.936, 3.200)
C (4.467, -1.704, 4.537)
C (3.492, -1.136, 5.380)
C (2.258, -0.768, 4.894)
C (1.943, -0.982, 3.557)
H (3.734, -4.182, 2.249)
H (4.869, -5.923, 0.878)
H (4.870, -5.732, -1.631)
H (3.715, -3.806, -2.731)
H (2.599, -2.079, -1.341)
H (4.922, -2.365, 2.538)
H (5.480, -1.984, 4.936)
H (3.743, -0.979, 6.478)
H (1.502, -0.305, 5.561)
H (1.005, -0.680, 3.146)

The total charge is 0. As for the maximum force: 0.091 hartree/bohr. The HOMO energy (alpha / beta) comes out at -5.7 / -5.7 eV. As for the molar mass: 565.34 g/mol. The value obtained for the calculated total energy is -2238.06460 hartree. As for the lowest unoccupied orbital energy (alpha / beta): -0.55 / -0.93 eV.